1.
A cluster of 3 separate species, C4H5N3 in total in a non-equilibrium geometry, computed with ωB97M-V with the def2-TZVPD basis set.

The total energy comes out at -8693.1294 eV. For the relative energy (zero: lowest compared OMol25 entry of this formula, charge and spin), the calculation gives 644.81 kJ/mol. The multiplicity is 1.

Atoms and positions in Å:
N: -3.38 1.47 0.90
N: -0.64 -0.37 -0.11
N: 1.78 0.06 0.90
C: -0.94 0.79 0.31
C: 1.16 -1.08 -0.84
C: -2.30 1.17 0.64
C: 1.86 1.24 1.03
H: -0.12 1.51 0.48
H: 1.11 -2.01 -0.30
H: 2.16 -0.69 -0.99
H: -1.41 -1.02 -0.23
H: 0.56 -1.03 -1.74

Mulliken atomic charge list, values in e, 4 entries:
1. N -0.30
2. N -0.34
3. N -0.54
4. C 0.40

2.
An isolated molecule of C5H7NO in a non-equilibrium geometry, computed with ωB97M-V with the def2-TZVPD basis set.

The total energy comes out at -8832.7815 eV. For the relative energy (zero: lowest compared OMol25 entry of this formula, charge and spin), the calculation gives 330.10 kJ/mol. The multiplicity is 1. The SMILES is C=N[C@@]1(O)C=CC1.

Atoms and positions in Å:
O: -0.48 1.50 -0.65
N: 1.30 -0.05 0.08
C: -0.94 -0.57 0.84
C: -0.02 0.18 -0.28
C: 2.21 0.82 0.37
C: -0.59 -0.80 -1.30
C: -1.43 -1.40 -0.43
H: -1.81 -0.01 1.28
H: -0.37 -1.18 1.55
H: -2.42 -1.92 -0.46
H: -0.49 2.09 0.15
H: -0.14 -0.94 -2.33
H: 3.16 0.38 0.77
H: 2.02 1.90 0.41

Mulliken atomic charge list, values in e, 4 entries:
1. O -0.54
2. N -0.49
3. C -0.95
4. C 1.36

3.
An isolated molecule of C5H10BN in a non-equilibrium geometry, computed with ωB97M-V with the def2-TZVPD basis set.

The total energy comes out at -7511.6121 eV. For the relative energy (zero: lowest compared OMol25 entry of this formula, charge and spin), the calculation gives 265.85 kJ/mol. The multiplicity is 1. The SMILES is NB1C[C@H]1C1CC1.

Atoms and positions in Å:
N: -1.76 1.66 -0.24
C: 1.23 0.42 0.94
C: -0.35 -0.92 -0.62
C: 0.88 -0.87 0.25
C: -0.45 -0.25 -2.01
C: 0.80 -0.78 1.72
B: -1.01 0.52 -0.75
H: 1.70 -1.50 -0.19
H: -1.02 -1.64 -0.40
H: -1.14 -0.88 -2.56
H: 2.38 0.66 0.89
H: 0.44 -0.06 -2.43
H: 0.61 1.27 0.78
H: 1.57 -1.23 2.23
H: -1.98 2.47 -0.74
H: -0.12 -0.66 2.33
H: -1.78 1.82 0.80

Mulliken atomic charge list, values in e, 4 entries:
1. N -0.47
2. C -0.56
3. C -0.42
4. C 0.01

4.
A structure of composition C15H30ClN3O4PS2 in a non-equilibrium geometry, computed with ωB97M-V with the def2-TZVPD basis set.

Its total charge is -1. The total energy comes out at -72184.3533 eV. The multiplicity is 1.

Atoms and positions in Å:
Cl: -2.54 -3.72 2.76
S: 0.78 -4.26 0.40
S: 1.05 -2.07 1.95
P: -0.43 -4.64 -1.33
O: 0.14 -4.88 1.55
O: 1.57 -0.73 1.81
O: 2.05 -4.85 0.08
O: 1.84 -2.86 2.85
N: -0.33 1.60 -2.09
N: 3.08 7.11 -0.93
N: 0.90 -2.65 0.46
C: 0.46 6.98 -3.57
C: -0.34 -6.47 -1.49
C: 2.55 3.68 -1.06
C: 0.97 2.06 0.12
C: -0.14 7.11 -2.17
C: 0.24 1.79 -1.12
C: -0.99 -7.29 -0.38
C: -2.15 -4.09 -1.01
C: -0.61 -1.82 2.62
C: -1.10 -2.97 3.52
C: 2.03 7.52 -1.08
C: 0.67 8.04 -1.26
C: 1.56 3.48 0.08
C: -2.19 -2.55 -1.07
C: -1.49 -2.49 4.91
H: -0.88 -1.65 5.20
H: -0.21 6.12 -1.72
H: 0.54 7.95 -4.05
H: -3.21 -2.22 -1.21
H: -1.16 7.50 -2.25
H: 0.28 1.96 0.96
H: -0.75 -8.34 -0.55
H: -0.63 -0.89 3.15
H: 1.46 6.53 -3.53
H: -2.52 -4.35 -0.03
H: -0.28 -3.66 3.63
H: 2.07 3.55 -2.03
H: 0.75 4.21 -0.01
H: 0.19 8.11 -0.28
H: -1.28 -3.30 5.59
H: -2.07 -7.23 -0.38
H: -0.60 -7.05 0.60
H: -0.72 -6.81 -2.44
H: 0.72 9.04 -1.68
H: 0.71 -6.71 -1.49
H: 3.38 2.98 -0.99
H: -2.54 -2.29 4.98
H: 1.76 1.32 0.24
H: -1.26 -1.71 1.78
H: -0.16 6.33 -4.19
H: -2.83 -4.44 -1.76
H: 2.96 4.69 -1.03
H: -1.58 -2.21 -1.90
H: 2.06 3.68 1.03
H: -1.79 -2.12 -0.17

Mulliken atomic charge list, values in e, 4 entries:
1. Cl -0.27
2. S 0.96
3. S 1.09
4. P -0.10

5.
A structure of composition C44H46BF9N10O4SSeSiTi in a non-equilibrium geometry, computed with ωB97M-V with the def2-TZVPD basis set.

Its total charge is -1. The total energy comes out at -201783.7679 eV. For the relative energy (zero: lowest compared OMol25 entry of this formula, charge and spin), the calculation gives 194.75 kJ/mol. The multiplicity is 2.

Atoms and positions in Å:
Se: -2.09 2.44 -0.13
Ti: -0.01 0.56 0.67
S: -2.27 -1.87 1.24
Si: -0.20 0.58 -2.10
F: 2.01 4.22 3.76
F: 2.04 5.70 1.57
F: 1.64 4.60 -0.22
F: 2.04 2.15 3.16
F: -0.77 5.21 0.82
F: -1.55 4.02 2.46
F: -0.13 5.59 2.85
F: 0.27 2.99 4.05
F: 3.07 3.83 1.21
O: -3.54 -1.29 1.62
O: -1.47 -0.88 0.43
O: 0.49 2.52 1.02
O: -1.52 -2.50 2.29
N: 3.47 -1.30 4.80
N: 2.81 -0.18 1.81
N: -0.07 0.12 2.88
N: 2.25 0.47 0.75
N: 1.52 -2.31 1.76
N: 1.10 -2.00 0.51
N: -4.45 1.38 -1.49
N: -3.88 3.38 -2.04
N: 0.91 -0.59 3.50
N: 3.13 -1.84 3.61
C: -4.71 2.91 -3.03
C: 1.12 -0.36 -3.17
C: -0.79 4.43 -4.83
C: -5.07 1.66 -2.69
C: 1.98 -1.22 -5.29
C: -3.29 -3.80 -2.17
C: 0.23 -3.22 -1.45
C: -3.22 -5.14 -1.79
C: 3.07 -1.78 -4.64
C: 1.89 4.46 1.08
C: -2.86 -5.45 -0.48
C: 0.58 -0.80 4.78
C: 4.05 -2.77 3.23
C: -1.02 0.34 3.79
C: 2.22 -0.95 -2.55
C: 1.03 -0.52 -4.56
C: 5.00 -2.85 4.22
C: -2.56 -4.44 0.43
C: 5.24 -1.56 6.49
C: 1.35 -3.62 2.01
C: 3.02 1.96 -1.08
C: 0.75 3.61 1.78
C: -2.63 -3.12 0.03
C: -0.46 2.16 -3.17
C: -0.45 4.61 1.98
C: -1.35 3.21 -5.18
C: 0.85 -4.20 0.87
C: -3.00 -2.79 -1.27
C: 0.05 3.41 -2.81
C: -2.28 1.07 3.48
C: 1.28 3.23 3.21
C: -1.19 2.10 -4.36
C: 3.19 -1.64 -3.27
C: 4.58 -1.91 5.19
C: -0.65 -0.22 5.02
C: 4.44 0.95 0.83
C: -4.72 0.22 -0.66
C: 3.23 1.15 0.15
C: -0.09 4.52 -3.63
C: 4.12 0.11 1.87
C: 0.70 -3.14 -0.04
C: -3.33 4.72 -1.98
C: -3.67 2.41 -1.08
C: -3.52 -6.23 -2.79
B: 2.07 -1.21 2.69
H: -4.52 -6.13 -3.20
H: 3.96 -3.28 2.29
H: -5.72 0.95 -3.17
H: -3.44 -7.22 -2.33
H: -3.75 5.25 -1.12
H: -1.66 1.17 -4.65
H: -0.42 -4.08 -1.60
H: 5.50 -0.51 6.52
H: -3.60 5.23 -2.91
H: -5.18 -0.55 -1.27
H: -1.20 -0.19 5.94
H: 4.57 -1.76 7.33
H: -4.97 3.51 -3.88
H: -2.26 -4.67 1.44
H: 0.34 5.47 -3.32
H: 3.78 2.74 -1.15
H: 0.55 3.52 -1.86
H: 2.32 -0.88 -1.47
H: -1.91 3.12 -6.11
H: -0.32 -2.32 -1.74
H: 4.74 -0.30 2.66
H: 1.60 -4.04 2.97
H: 0.19 -0.08 -5.10
H: -2.25 4.67 -1.89
H: -5.39 0.48 0.16
H: 5.86 -3.50 4.25
H: 1.08 -3.31 -2.14
H: 3.82 -2.32 -5.21
H: -3.01 -1.76 -1.59
H: 0.60 -5.24 0.72
H: -2.09 1.95 2.86
H: -3.79 -0.15 -0.24
H: -2.82 -6.19 -3.63
H: 1.87 -1.32 -6.36
H: -2.76 1.38 4.41
H: 5.39 1.38 0.59
H: 6.15 -2.15 6.63
H: 1.25 -1.33 5.43
H: -3.55 -3.55 -3.19
H: -2.80 -6.48 -0.17
H: -2.97 0.43 2.93
H: 4.04 -2.08 -2.75
H: 2.04 2.42 -1.07
H: 3.09 1.34 -1.97
H: -0.90 5.30 -5.47
H: -1.44 -0.18 -2.50

Mulliken atomic charge list, values in e, 4 entries:
1. Se -0.91
2. Ti 0.45
3. S 1.41
4. Si 2.43

6.
An isolated molecule of C3H6N2O in a non-equilibrium geometry, computed with ωB97M-V with the def2-TZVPD basis set.

The total energy comes out at -8232.9326 eV. For the relative energy (zero: lowest compared OMol25 entry of this formula, charge and spin), the calculation gives 363.38 kJ/mol. The multiplicity is 1. The SMILES is ON=C1CNC1.

Atoms and positions in Å:
O: -1.05 -1.48 1.73
N: 0.21 1.22 -1.11
N: 0.22 -1.06 1.33
C: 0.16 -0.29 0.33
C: -0.86 0.40 -0.54
C: 1.25 0.40 -0.45
H: 1.82 -0.24 -1.13
H: 0.26 1.24 -2.12
H: -1.74 0.94 -0.20
H: -0.87 -2.00 2.52
H: -1.16 -0.51 -1.13
H: 1.95 0.98 0.17

Mulliken atomic charge list, values in e, 4 entries:
1. O -0.38
2. N -0.47
3. N -0.55
4. C 0.34